Entry from the OMol25 dataset: a structure of composition C43H41HgN3O7P2 at a distorted geometry (ωB97M-V/def2-TZVPD).

Each line ends with the Mulliken spin population.
Cartesian coordinates (Å):
Hg -0.2793 -0.0301 -0.6464  -0.03
O 2.1638 -6.3789 -0.0017  0.00
C 1.3325 -5.3238 -0.0287  0.00
C 0.8965 -4.6515 -1.1973  0.00
C 0.1605 -3.4456 -1.0247  0.00
N -0.2700 -2.9394 0.1413  0.00
C 0.1248 -3.6182 1.2589  0.00
C 0.8597 -4.8383 1.2261  0.00
C -0.2385 -3.0172 2.6719  0.00
O 0.7316 -3.5754 3.6363  0.00
O -0.9730 -0.7309 2.1227  0.00
C -0.0390 -2.7012 -2.3253  0.02
O 0.1123 -3.2607 -3.4038  0.00
O -0.4399 -1.4753 -2.2463  0.00
H 2.4440 -6.5793 -0.8942  0.00
H 1.2297 -4.8715 -2.2111  0.00
H 1.1975 -5.3039 2.1398  0.00
C 0.1446 2.1652 1.8956  0.00
C 1.3843 1.2792 1.9805  -0.01
P 1.1401 -0.5061 1.5269  0.02
C 2.8874 -1.0437 1.6492  0.01
C 3.3578 -2.1846 2.3088  0.00
C 4.7037 -2.2295 2.6684  0.00
C 5.6044 -1.2595 2.2702  0.00
C 5.1684 -0.2350 1.4576  0.00
C 3.8241 -0.1378 1.1329  0.02
C 0.0019 -1.4119 2.7145  0.00
C 0.3534 -1.3342 4.1836  0.00
C 0.7098 -2.5937 4.6559  0.00
C -0.5975 -2.0518 5.0920  0.00
C -1.7616 -2.7076 4.4733  0.00
C -1.5945 -3.2204 3.2260  0.00
P -0.9200 2.0496 0.3829  0.03
C -0.8848 3.4649 -0.7205  0.01
C -2.0542 4.0211 -1.2690  0.00
C -2.0306 5.1352 -2.1077  0.00
C -0.7975 5.7291 -2.3923  0.00
C 0.3889 5.1303 -1.9465  0.00
C 0.3556 4.0436 -1.0964  0.00
C -2.5276 2.2756 1.2290  0.00
C -3.5675 1.3256 1.3279  0.00
C -4.6688 1.6458 2.1280  0.00
C -4.7014 2.8359 2.8523  0.00
C -3.6842 3.7755 2.7247  0.00
C -2.5932 3.4784 1.9224  0.00
H 0.4415 3.2384 1.9696  0.00
H -0.4934 1.8837 2.7482  0.00
H 1.7499 1.2853 2.9983  0.00
H 2.1477 1.6726 1.3321  0.00
H 2.7040 -3.0224 2.5215  0.00
H 5.0628 -3.0860 3.2189  0.00
H 6.6270 -1.3196 2.5820  0.00
H 5.8664 0.5229 1.1342  0.00
H 3.4700 0.5609 0.3559  -0.03
H 0.7745 -0.4735 4.7340  0.00
H 1.4082 -2.6524 5.4705  0.00
H -0.5990 -1.5688 6.0809  0.00
H -2.7108 -2.6979 5.0405  0.00
H -2.3685 -3.6480 2.6188  0.00
H -3.0128 3.5130 -1.1384  0.00
H -2.9295 5.5245 -2.5468  0.00
H -0.7656 6.6067 -3.0082  0.00
H 1.3187 5.6098 -2.2074  0.00
H 1.3051 3.6691 -0.7232  0.00
H -3.4530 0.3473 0.8515  0.00
H -5.4860 0.9377 2.1934  0.00
H -5.4917 2.9527 3.5974  0.00
H -3.6976 4.7013 3.2769  0.00
H -1.7541 4.1872 1.8264  0.00
C -1.4246 1.1961 -4.3963  0.00
O -2.4521 1.2198 -3.4189  0.00
C -3.2132 -0.0188 -3.5456  0.00
C -4.1347 -0.1013 -2.3445  0.00
O -3.4482 -0.5945 -1.1919  0.00
C -3.6771 -2.0189 -0.9509  0.00
H -1.8384 1.2426 -5.4201  0.00
H -0.8185 0.2866 -4.3443  0.00
H -0.7693 2.0953 -4.3071  0.00
H -2.5974 -0.9365 -3.6280  0.00
H -3.9112 0.0936 -4.4495  0.00
H -5.0308 -0.7220 -2.5404  0.00
H -4.5443 0.8922 -2.0900  0.00
H -4.7033 -2.1190 -0.5122  0.00
H -2.9422 -2.3913 -0.1841  0.00
H -3.5613 -2.6295 -1.8588  0.00
N 3.1214 4.3549 -4.2055  0.16
C 3.3226 3.2379 -3.9442  0.00
C 3.5115 1.8793 -3.6295  0.18
C 4.1146 0.9710 -4.5428  0.30
C 3.9916 -0.3874 -4.2932  -0.13
C 3.3975 -0.8031 -3.1008  0.37
N 3.0008 0.0637 -2.1646  0.01
C 2.9549 1.3390 -2.4578  0.01
H 4.6935 1.3372 -5.3759  0.04
H 4.3845 -1.0835 -4.9804  0.00
H 3.2436 -1.8374 -2.8433  0.04
H 2.5622 1.9914 -1.6945  0.01

total charge: -1
2S+1: 2
E_HOMO (alpha / beta): -1.02 / -5.05 eV
⟨S²⟩: 0.77

=====

Entry from the OMol25 dataset: a cluster of 6 separate species, C43H42BF5NO4PS in total at a distorted geometry (ωB97M-V/def2-TZVPD).

Each line ends with the Mulliken charge.
Cartesian coordinates (Å):
C -3.9222 1.7056 0.3917  -1.07
C -3.4453 0.2610 -0.0468  -0.37
P -1.5729 0.1649 0.0825  0.09
C -0.9775 -1.3878 0.9274  -0.94
C -0.9187 -2.6531 -0.0047  -0.67
C -0.8065 1.7121 0.7433  0.19
C -0.6248 2.8121 -0.2259  -0.67
C -0.0797 4.1136 0.1316  -0.55
C 0.3299 4.3930 1.4906  -0.03
C 0.1722 3.2815 2.4291  0.90
C -0.3830 1.9865 2.1186  0.44
S -0.5677 0.7219 3.3889  -0.23
C 0.7373 3.8758 3.7404  -0.31
O 0.9173 3.2869 4.7830  -0.58
N 1.0719 5.2325 3.5156  0.24
C 0.8129 6.2159 4.5938  -0.73
B -0.7502 6.0993 5.0456  0.69
O -1.7760 6.5755 4.2392  -0.54
O -0.9926 5.4488 6.2915  -0.58
C 0.9109 5.6600 2.1595  -0.01
O 1.1379 6.7432 1.7120  -0.58
H -4.9988 1.8763 0.1439  0.34
H -3.3559 2.4956 -0.1766  0.20
H -3.6816 1.8945 1.4712  0.33
H -3.9988 -0.5635 0.4658  0.44
H -3.6874 0.1872 -1.1402  0.27
H -1.7054 -1.6343 1.7566  0.49
H 0.0046 -1.2398 1.4546  0.48
H -0.7812 -3.5395 0.6783  0.17
H -0.0525 -2.6261 -0.7037  0.25
H -1.9096 -2.7974 -0.4906  0.16
H -0.9272 2.6283 -1.2818  0.47
H 0.0125 4.8947 -0.6514  0.39
H -0.5267 1.3468 4.6145  0.15
H 1.0008 7.2687 4.2570  0.34
H 1.4611 6.0397 5.4950  0.16
H -2.6018 6.4386 4.7447  0.33
H -0.9124 4.4881 6.1490  0.33
F 1.0474 -4.6955 2.5960  -0.26
C 1.1556 -5.9799 2.2133  0.40
C 1.5639 -6.9289 3.1328  -0.46
C 1.6706 -8.2561 2.7374  -0.39
C 1.3782 -8.6159 1.4266  -0.44
C 0.9737 -7.6509 0.5121  -0.53
C 0.8560 -6.3254 0.9085  -0.18
H 1.7951 -6.6280 4.1470  0.41
H 1.9822 -9.0095 3.4506  0.36
H 1.4662 -9.6512 1.1186  0.36
H 0.7498 -7.9309 -0.5102  0.37
H 0.5339 -5.5612 0.2116  0.38
F -4.8978 1.7085 -2.4393  -0.27
C -6.2157 1.7539 -2.7009  0.37
C -6.9445 2.8641 -2.3153  -0.27
C -8.3050 2.9125 -2.5901  -0.41
C -8.9209 1.8471 -3.2366  -0.49
C -8.1769 0.7356 -3.6139  -0.39
C -6.8144 0.6897 -3.3498  -0.55
H -6.4482 3.6807 -1.8054  0.42
H -8.8849 3.7800 -2.2998  0.36
H -9.9834 1.8844 -3.4465  0.36
H -8.6584 -0.0960 -4.1141  0.36
H -6.2166 -0.1643 -3.6441  0.50
F -1.5551 -4.6451 -1.8226  -0.23
C -2.5113 -4.5100 -2.7574  0.37
C -2.1493 -4.2203 -4.0603  -0.47
C -3.1380 -4.0853 -5.0259  -0.42
C -4.4756 -4.2311 -4.6753  -0.54
C -4.8252 -4.5172 -3.3613  -0.50
C -3.8373 -4.6633 -2.3960  -0.20
H -1.1027 -4.1022 -4.3123  0.42
H -2.8662 -3.8659 -6.0512  0.37
H -5.2463 -4.1212 -5.4293  0.40
H -5.8678 -4.6267 -3.0879  0.37
H -4.0900 -4.8949 -1.3686  0.44
F 0.8567 -0.1240 -1.4959  -0.14
C 2.1660 0.1617 -1.6239  0.16
C 2.6018 1.4569 -1.4100  0.08
C 3.9542 1.7489 -1.5373  -0.75
C 4.8529 0.7466 -1.8868  -0.50
C 4.3994 -0.5498 -2.1034  -0.61
C 3.0490 -0.8465 -1.9661  -0.44
H 1.8867 2.2263 -1.1461  0.34
H 4.3080 2.7586 -1.3645  0.40
H 5.9085 0.9790 -1.9892  0.70
H 5.0984 -1.3304 -2.3795  0.38
H 2.6795 -1.8528 -2.1225  0.45
F 7.5441 1.6745 -1.5815  -0.33
C 8.4635 1.6431 -0.5959  0.38
C 8.0453 1.4923 0.7131  -0.25
C 8.9923 1.4548 1.7280  -0.41
C 10.3428 1.5790 1.4223  -0.49
C 10.7478 1.7349 0.1022  -0.39
C 9.8030 1.7618 -0.9152  -0.48
H 6.9880 1.4052 0.9319  0.43
H 8.6777 1.3295 2.7568  0.35
H 11.0804 1.5540 2.2158  0.36
H 11.7999 1.8357 -0.1350  0.35
H 10.1002 1.8737 -1.9505  0.40

total charge: 0
SMILES: CCP(CC)c1ccc2c(c1S)C(=O)N(CB(O)O)C2=O.Fc1ccccc1.Fc1ccccc1.Fc1ccccc1.Fc1ccccc1.Fc1ccccc1
E_HOMO: -7.23 eV